# 1
80
Properties=species:S:1:pos:R:3:forces:R:3:mulliken_charge:R:1 method="wB97M-V/def2-TZVPD" charge=+1 spin_multiplicity=1 homo_energy_ev="-9.56 / -8.70" orbital_gap_ev="6.101 / 5.241" energy_ev=-73122.19010
C -1.58981 -0.84175 1.36510 0.075 -0.243 -0.238 -0.266
C -2.28402 -0.34616 0.23248 0.127 -0.134 -0.140 -0.741
C -2.15576 -1.30021 -0.81630 -0.054 -0.012 0.116 -0.682
H -2.90302 0.55429 0.20951 0.320 -0.294 -0.049 0.521
C -1.39746 -2.39836 -0.31636 -0.053 0.296 -0.075 -0.437
C -1.03806 -2.10513 1.03087 -0.260 0.028 -0.556 -0.900
H -0.50341 -2.78199 1.68893 -0.093 0.203 -0.036 0.545
H -1.56132 -0.38972 2.35179 0.074 0.010 -0.248 0.473
H -2.64611 -1.24588 -1.79214 0.246 -0.034 0.381 0.519
H -1.21870 -3.32952 -0.85568 0.037 0.332 0.264 0.489
La 0.53850 -0.34181 -0.58942 -1.710 -0.616 0.775 1.527
Si -0.80034 -0.36577 -7.18653 0.649 -0.941 -3.148 0.515
C -0.27541 1.15828 -8.30757 0.135 0.817 -0.173 0.285
C 1.03978 1.27747 -8.81932 0.998 0.163 0.500 -0.176
H 1.70308 0.40108 -8.85332 -0.280 0.356 0.407 0.388
C 1.59537 2.50381 -9.26769 -0.338 -0.861 0.136 -0.501
H 2.67025 2.57739 -9.49620 -0.674 -0.186 -0.005 0.358
C 0.77400 3.61658 -9.36606 0.311 0.516 0.149 -0.490
H 1.21084 4.60020 -9.60375 -0.344 -0.567 -0.007 0.362
C -0.58990 3.47785 -9.13517 -0.376 -0.522 0.023 -0.307
H -1.24543 4.35045 -9.27265 0.185 -0.633 -0.032 0.401
C -1.11012 2.24461 -8.67863 0.212 0.579 0.589 -0.780
H -2.18965 2.16672 -8.59254 0.048 0.027 0.433 0.359
C 0.03445 -1.66433 -8.33194 0.457 -0.720 0.319 0.106
C -0.12194 -1.72378 -9.73788 -0.033 0.042 -0.302 -0.068
H -0.84586 -1.07769 -10.25280 0.218 -0.236 0.378 0.326
C 0.65827 -2.56954 -10.54661 -0.049 0.103 0.672 -0.716
H 0.50795 -2.61044 -11.63212 -0.021 0.092 0.528 0.383
C 1.66023 -3.35200 -9.95500 -0.087 0.197 0.409 -0.361
H 2.28081 -4.00618 -10.56479 -0.102 0.188 0.091 0.378
C 1.87115 -3.28743 -8.57236 -0.367 0.172 0.054 -0.860
H 2.69037 -3.85377 -8.10721 -0.492 0.207 -0.246 0.373
C 1.03256 -2.48285 -7.77006 0.318 -0.096 -0.400 0.131
H 1.19853 -2.46336 -6.68783 -0.016 -0.038 -0.353 0.204
H -2.30251 -0.37116 -7.38340 0.455 -0.060 0.784 -0.274
Si 1.99554 1.05558 -5.45582 -0.840 -0.368 0.870 -0.020
C 1.18473 -0.46318 -4.67557 0.193 -0.508 -0.253 0.835
C -0.19216 -0.83547 -5.03159 -0.942 1.170 -1.219 0.510
H -0.92638 0.00434 -5.14505 0.388 -0.257 1.326 -0.152
C -0.76768 -2.02485 -4.42779 -0.517 -0.472 0.464 -1.093
H -1.84152 -2.21476 -4.56802 0.546 0.014 -0.114 0.535
C -0.05950 -2.83897 -3.54853 -0.690 0.673 -0.805 -0.177
H -0.53848 -3.68529 -3.05175 0.056 0.257 -0.357 0.642
C 1.27436 -2.51945 -3.25473 0.550 0.725 0.337 -1.321
H 1.84068 -3.13598 -2.54530 -0.064 0.237 -0.433 0.454
C 1.85583 -1.35578 -3.82656 0.114 -0.164 -0.129 -0.474
H 2.88678 -1.12494 -3.57487 -0.079 -0.056 0.024 0.404
C 0.77041 2.38853 -4.95462 -0.978 0.035 -0.063 0.310
C -0.15088 2.12824 -3.91809 -0.519 1.040 -0.226 0.432
H -0.11136 1.18603 -3.38985 0.052 -0.108 0.129 -0.130
C -1.17609 3.04066 -3.59686 0.627 -0.548 0.157 -0.566
H -1.87544 2.79979 -2.79469 0.122 0.082 -0.178 0.527
C -1.27816 4.24373 -4.27915 0.143 0.631 -0.389 -0.614
H -2.01588 5.00607 -3.98576 0.274 -0.552 -0.209 0.364
C -0.40210 4.51183 -5.34086 0.313 -0.464 0.291 -0.658
H -0.47299 5.44609 -5.89799 -0.037 -0.270 0.133 0.425
C 0.59195 3.57589 -5.67249 -0.147 0.346 -0.024 -0.423
H 1.25034 3.75416 -6.52318 -0.205 0.150 0.144 0.435
H 3.25240 1.38713 -4.80638 0.657 -0.131 0.161 -0.231
Cl 2.98565 0.23811 -0.98312 1.320 0.408 -0.383 -0.595
C -0.03807 3.72273 2.05920 -0.090 -0.266 -0.186 -0.788
C 0.71227 3.55637 3.22569 0.151 -0.687 -0.359 -0.476
C 1.37761 2.34249 3.42469 -0.297 -0.309 -0.548 -0.921
C 1.26559 1.31132 2.47133 -0.626 0.965 -0.614 0.842
N 0.52847 1.48552 1.32565 0.114 0.891 0.839 0.394
C -0.11988 2.67032 1.13760 0.890 -0.678 0.762 -0.093
C 1.98509 0.01876 2.62392 0.311 -1.008 -0.502 0.441
C 2.91760 -0.21248 3.65283 -0.665 0.078 -0.630 -1.026
C 3.62912 -1.40909 3.66301 -0.180 0.305 0.145 -0.403
C 3.44565 -2.32895 2.63674 -0.294 -0.082 -0.365 -0.918
C 2.50752 -2.04442 1.64201 -0.233 1.053 0.610 -0.039
N 1.75583 -0.91754 1.65532 1.077 0.153 0.620 0.319
H -0.55805 4.65658 1.85710 0.094 -0.233 0.042 0.414
H 0.79700 4.33954 3.97508 -0.072 -0.076 -0.244 0.440
H 1.99188 2.17613 4.30402 -0.250 0.202 -0.115 0.325
H -0.69860 2.75366 0.21091 0.178 0.081 0.368 0.364
H 3.05596 0.55927 4.40869 0.171 -0.460 -0.145 0.331
H 4.32215 -1.59131 4.48138 -0.043 -0.085 -0.274 0.434
H 4.01216 -3.25677 2.58874 -0.109 0.255 0.051 0.408
H 2.36018 -2.69046 0.77720 0.019 -0.107 0.293 0.448



# 2
93
Properties=species:S:1:pos:R:3:forces:R:3:mulliken_charge:R:1 method="wB97M-V/def2-TZVPD" spin_multiplicity=1 homo_energy_ev=-10.00 orbital_gap_ev=8.280 energy_ev=-88134.89386
C -0.63952 -0.38525 1.27738 -0.139 -0.155 0.085 -0.297
C -0.18769 -1.14467 0.07627 0.026 0.572 -0.210 0.214
O -0.36333 -2.30938 -0.14393 0.252 -0.449 0.161 -0.563
N 0.60156 -0.30753 -0.79867 -0.261 -0.152 -0.013 1.019
O -0.19139 0.64645 -1.48711 0.227 -0.076 -0.053 -0.161
S -1.39151 -0.01300 -2.47121 -0.057 -0.077 -0.018 0.751
O -1.33986 0.78145 -3.66843 -0.017 0.038 0.194 -0.637
O -2.59449 0.56755 -1.56061 -0.076 -0.075 -0.077 -0.340
C -3.57856 -0.41051 -1.14442 -0.094 -0.050 0.054 -0.540
C -4.83970 0.34622 -0.78184 -0.107 0.075 0.012 -0.434
C -5.87865 -0.51571 -0.06548 -0.036 0.003 0.074 -0.564
C -6.32394 -1.74930 -0.83568 0.035 -0.053 -0.148 -0.481
O -7.09378 -2.59709 0.01985 -0.063 0.068 0.105 -0.287
C -6.50248 -3.70567 0.49820 0.176 -0.004 -0.209 0.250
O -6.93565 -4.33205 1.40987 -0.154 -0.075 0.095 -0.455
C 1.65417 -0.88751 -1.64944 -0.347 0.010 0.025 0.124
C 1.31654 -1.92880 -2.66863 0.005 -0.131 -0.185 -1.074
O 2.75228 -0.46363 -1.45257 0.300 -0.049 -0.090 -0.491
H 0.25092 0.00719 1.76721 -0.113 0.078 0.057 -0.396
H -1.17556 -1.03616 1.96605 -0.106 0.068 -0.111 0.547
H -1.24489 0.47447 0.97946 0.027 -0.028 0.042 0.116
H -3.19937 -0.96752 -0.28005 0.034 0.047 -0.043 0.247
H -3.75548 -1.12110 -1.95669 0.054 0.054 0.011 0.557
H -4.56805 1.16978 -0.11701 0.020 -0.010 -0.057 0.111
H -5.26738 0.80226 -1.67881 0.063 -0.049 -0.011 0.298
H -5.49696 -0.83494 0.90985 0.063 -0.024 -0.074 0.292
H -6.75842 0.09835 0.13760 0.037 -0.041 0.066 0.326
H -6.96934 -1.48159 -1.67345 0.036 0.001 0.009 0.226
H -5.47360 -2.31055 -1.24000 -0.041 -0.010 0.080 0.331
H -5.59147 -3.99271 -0.06071 0.000 0.110 0.046 0.297
H 0.33153 -2.36364 -2.52786 0.014 0.067 0.076 0.407
H 2.06364 -2.72435 -2.61798 -0.011 0.075 0.003 0.416
H 1.39361 -1.49777 -3.67122 0.025 0.043 0.128 0.264
C -0.33975 -1.94290 -8.57041 0.005 -0.002 0.004 -0.345
C 0.56954 -1.56275 -7.67744 -0.010 -0.001 -0.005 -0.433
C 1.03451 -2.48805 -6.61490 -0.001 0.011 -0.008 0.541
O 1.85870 -2.14050 -5.79467 -0.011 -0.023 -0.058 -0.596
C 0.45200 -3.85321 -6.58389 -0.004 -0.002 -0.014 -0.320
C -0.45736 -4.23327 -7.47668 0.005 0.001 0.010 -0.368
C -0.92553 -3.30795 -8.54163 0.004 0.008 0.000 0.345
O -1.75445 -3.65471 -9.35369 0.001 0.000 0.007 -0.544
H -0.69913 -1.28860 -9.35428 -0.008 -0.009 -0.004 0.414
H 1.00974 -0.57383 -7.67302 0.006 -0.002 0.014 0.430
H 0.81190 -4.50652 -5.79888 0.011 0.007 0.001 0.439
H -0.89925 -5.22157 -7.47805 -0.007 0.004 -0.013 0.415
C 4.23797 -2.89078 -0.07774 -0.034 0.015 -0.020 -0.324
C 4.78269 -2.15404 0.88586 -0.029 0.022 0.013 -0.306
C 5.13126 -2.74559 2.20075 -0.020 -0.014 -0.026 0.395
O 5.60303 -2.06893 3.09034 -0.016 -0.019 0.008 -0.561
C 4.86605 -4.19525 2.39327 0.002 0.000 -0.007 -0.440
C 4.32048 -4.93177 1.42890 -0.007 0.013 0.016 -0.472
C 3.95534 -4.33382 0.11866 0.008 -0.007 -0.010 0.387
O 3.43946 -4.99551 -0.75682 0.002 0.005 0.023 -0.567
H 3.96011 -2.46957 -1.03509 0.069 -0.020 0.000 0.506
H 4.98268 -1.09649 0.76415 0.009 0.003 -0.003 0.498
H 5.13354 -4.60200 3.36023 0.011 0.009 0.002 0.437
H 4.10779 -5.98659 1.54751 0.002 -0.002 -0.012 0.415
C 3.93708 0.61144 4.30250 0.034 -0.011 0.027 -0.352
C 2.81633 0.67879 3.59100 -0.055 -0.046 0.037 -0.197
C 1.67221 1.51540 4.02660 0.064 0.028 0.045 0.428
O 0.64308 1.56520 3.37398 0.108 -0.124 0.013 -0.474
C 1.80624 2.27379 5.29105 0.080 -0.046 0.020 -0.329
C 2.93244 2.21596 5.99716 -0.018 0.002 0.012 -0.507
C 4.08599 1.38902 5.56035 -0.026 -0.007 -0.024 0.049
O 5.10786 1.34321 6.20977 0.001 0.013 0.004 -0.566
H 4.78565 0.00509 4.00777 -0.026 0.006 0.004 0.531
H 2.68475 0.13164 2.66429 0.001 0.017 -0.024 0.430
H 0.94985 2.86407 5.59180 0.053 0.001 -0.068 0.430
H 3.06500 2.76122 6.92316 0.014 -0.003 0.001 0.463
C 3.78996 4.21993 -1.05512 0.018 -0.009 -0.004 -0.462
C 3.97718 4.08017 0.25404 -0.013 0.048 -0.004 -0.572
C 2.96455 3.40604 1.10148 -0.107 -0.205 -0.054 0.264
O 3.13808 3.25465 2.29427 0.104 0.162 0.035 -0.466
C 1.74070 2.88743 0.44093 0.036 0.037 -0.029 0.047
C 1.55629 3.01987 -0.86973 -0.004 0.121 -0.062 -0.205
C 2.56515 3.70160 -1.72135 -0.005 -0.024 0.083 0.195
O 2.40112 3.83040 -2.91432 0.009 0.013 -0.023 -0.562
H 4.51011 4.70726 -1.70005 -0.001 -0.006 -0.012 0.433
H 4.86179 4.44175 0.76283 -0.004 0.003 0.012 0.447
H 1.03114 2.38539 1.08790 0.009 0.017 0.002 0.423
H 0.68122 2.63712 -1.38025 0.126 0.103 0.048 0.496
C -1.91157 3.47942 3.56076 -0.084 0.030 -0.063 0.051
C -3.02832 3.54097 2.83950 0.006 -0.022 0.002 -0.570
C -4.19345 4.34989 3.27382 0.011 0.011 0.020 0.251
O -5.21032 4.39723 2.61584 -0.004 -0.017 -0.006 -0.556
C -4.06757 5.09976 4.55103 0.006 0.004 0.001 -0.493
C -2.95280 5.04664 5.27438 -0.017 -0.005 -0.018 -0.415
C -1.79052 4.23525 4.83299 0.048 -0.005 -0.031 0.198
O -0.77000 4.19538 5.48936 -0.129 0.082 0.063 -0.541
H -1.05187 2.88719 3.27142 -0.004 0.030 0.072 0.654
H -3.14808 3.00591 1.90524 -0.002 0.014 -0.011 0.616
H -4.93042 5.68294 4.84660 -0.006 -0.003 -0.011 0.401
H -2.83328 5.58396 6.20653 0.014 -0.006 0.003 0.440



Number 1: largest force on an atom 3.35 eV/A. Number 2: largest force on an atom 0.61 eV/A.